{
  "formula": "C5H8O3S",
  "method": "ωB97M-V with the def2-TZVPD basis set",
  "homo_ev": [-8.693, -8.332],
  "spin_multiplicity": 1,
  "gap_ev": [8.46, 7.43],
  "charge": 0,
  "total_energy_ha": -819.0253,
  "symbols": ["C", "C", "C", "C", "C", "O", "O", "O", "S", "H", "H", "H", "H", "H", "H", "H", "H"],
  "positions_angstrom": [[0.319, 1.936, -0.040], [1.515, 0.210, 1.901], [-1.000, -0.182, -0.337], [0.068, -1.157, 0.130], [-0.403, 1.034, -0.998], [0.600, 3.047, -0.191], [1.442, -2.212, 2.094], [-1.319, 1.739, -1.777], [0.462, -1.055, 1.972], [2.620, -0.013, 1.786], [1.376, 0.989, 2.630], [-1.739, -0.457, -1.009], [-1.524, 0.259, 0.595], [-0.373, -2.202, 0.142], [1.001, -1.049, -0.388], [0.353, 0.514, -1.680], [-0.849, 1.811, -2.559]],
  "nbo_charge": [0.569, -0.687, -0.438, -0.575, -0.046, -0.438, -0.968, -0.675, 1.229, 0.239, 0.207, 0.238, 0.204, 0.245, 0.226, 0.195, 0.475]
}